Entry 1:
The following is a DFT calculation (ωB97M-V/def2-TZVPD) of a 3-piece molecular cluster, CH9N2O2 overall.

Cartesian coordinates (Å):
N: 0.14 -0.45 1.69
C: -1.07 -0.23 1.27
N: -1.38 0.42 0.18
H: 0.94 -0.35 1.08
H: 0.25 -0.81 2.63
H: -1.90 -0.63 1.84
H: -2.34 0.38 -0.11
H: -0.66 0.70 -0.51
H: 0.13 2.68 -1.28
H: 1.00 1.79 -2.18
O: 0.48 1.78 -1.36
H: 1.52 -1.44 -1.79
H: 1.74 -2.26 -0.57
O: 1.14 -1.59 -0.91

The value obtained for the orbital gap is 12.443 eV. For the energy above the lowest of the compared OMol25 structures with the same formula, charge and spin, the calculation gives 8.4 kcal/mol. Its net charge is +1.

Löwdin population analysis, charges in e, atoms 1 to 2: 0.1923 -0.1849

Entry 2:
The following is a DFT calculation (ωB97M-V/def2-TZVPD) of a 2-piece molecular cluster, CH9N3 overall.

Cartesian coordinates (Å):
N: 5.72 -3.84 1.09
H: 4.73 -4.02 1.14
H: 6.04 -3.41 1.95
H: 5.87 -3.22 0.32
N: -2.10 0.83 -1.51
C: -2.36 1.32 -0.17
N: -3.00 2.59 0.08
H: -1.17 1.05 -1.84
H: -2.86 0.96 -2.16
H: -1.32 1.34 0.21
H: -2.88 0.53 0.39
H: -4.00 2.47 -0.02
H: -2.68 3.42 0.52

The value obtained for the orbital gap (alpha / beta) is 1.522 / 7.765 eV. As for the spin multiplicity: 2. As for the expectation value of S²: 0.7504. For the energy above the lowest of the compared OMol25 structures with the same formula, charge and spin, the calculation gives 16.9 kcal/mol. Its net charge is -1.

Löwdin population analysis, charges in e, atoms 1 to 2: -0.0520 -0.0103

Entry 3:
The following is a DFT calculation (ωB97M-V/def2-TZVPD) of a 2-piece molecular cluster, CH9N5 overall.

Cartesian coordinates (Å):
C: 1.15 -1.16 -0.19
N: 1.53 0.18 0.46
N: 0.37 0.08 -0.37
N: -3.66 0.04 0.29
N: 2.62 0.95 0.10
N: -2.50 0.19 0.02
H: 1.97 -1.59 -0.81
H: 0.57 -1.98 0.50
H: 1.35 0.07 1.41
H: 0.68 0.64 -1.26
H: -3.89 -0.38 1.29
H: -4.51 0.09 -0.31
H: 2.79 1.68 0.76
H: 2.77 1.03 -0.89
H: -2.35 0.39 -0.95

The value obtained for the orbital gap is 8.150 eV. For the energy above the lowest of the compared OMol25 structures with the same formula, charge and spin, the calculation gives 172.3 kcal/mol. Its net charge is +2.

Löwdin population analysis, charges in e, atoms 1 to 2: 0.0112 -0.1418

Entry 4:
The following is a DFT calculation (ωB97M-V/def2-TZVPD) of a 4-piece molecular cluster, CH9N6 overall.

Cartesian coordinates (Å):
C: -1.95 -0.63 0.16
N: 1.98 1.60 0.61
N: 2.24 0.54 0.06
N: -2.04 -1.95 0.43
N: 3.41 0.09 -0.20
N: -1.31 0.32 0.38
N: -0.74 1.47 0.41
H: -3.32 -1.25 -1.47
H: -2.98 -2.27 0.81
H: -1.86 -2.55 -0.29
H: 4.29 0.64 0.13
H: 3.39 -0.66 -0.76
H: 0.93 1.74 0.85
H: 2.75 2.30 0.88
H: -1.22 2.32 0.14
H: -3.56 -1.71 -2.14

The value obtained for the orbital gap is 7.999 eV. For the energy above the lowest of the compared OMol25 structures with the same formula, charge and spin, the calculation gives 131.2 kcal/mol. Its net charge is +1.

Löwdin population analysis, charges in e, atoms 1 to 2: -0.1544 0.1185

Entry 5:
The following is a DFT calculation (ωB97M-V/def2-TZVPD) of a 4-piece molecular cluster, CH9NO5 overall.

Cartesian coordinates (Å):
N: -1.15 1.57 -0.25
C: -1.36 1.13 1.01
O: -1.05 1.80 1.98
O: -2.16 0.03 1.05
H: -1.05 0.86 -1.00
H: -0.41 2.22 -0.36
H: -2.62 0.24 1.92
O: 1.19 -2.13 -0.14
H: 1.34 -1.30 0.35
H: 1.86 -2.54 -0.68
O: 2.12 0.25 0.50
H: 1.75 0.77 1.22
H: 3.01 0.59 0.36
O: -0.52 -0.76 -1.95
H: -0.96 -1.31 -2.60
H: 0.01 -1.40 -1.40

The value obtained for the orbital gap is 10.555 eV. For the energy above the lowest of the compared OMol25 structures with the same formula, charge and spin, the calculation gives 11.5 kcal/mol. Its net charge is 0. The SMILES is NC(=O)O.O.O.O.

Löwdin population analysis, charges in e, atoms 1 to 2: 0.1703 -0.6872

Entry 6:
The following is a DFT calculation (ωB97M-V/def2-TZVPD) of a 4-piece molecular cluster, CH9O4 overall.

Cartesian coordinates (Å):
C: 1.90 -0.66 -0.25
O: 1.09 0.13 0.51
H: 2.79 -0.09 -0.53
H: 2.36 -1.51 0.34
H: 1.34 -1.09 -1.05
H: -0.50 0.51 2.00
H: 0.19 -0.42 0.95
O: -0.90 -0.32 1.80
H: -1.71 -0.27 0.72
H: -2.33 -0.78 -0.77
O: -2.26 0.01 -0.25
H: -1.29 0.97 -1.10
H: 0.07 1.80 -0.94
O: -0.73 1.73 -1.43

The value obtained for the orbital gap is 9.113 eV. For the energy above the lowest of the compared OMol25 structures with the same formula, charge and spin, the calculation gives 17.8 kcal/mol. Its net charge is -1.

Löwdin population analysis, charges in e, atoms 1 to 2: -0.2808 -0.2544

Entry 7:
The following is a DFT calculation (ωB97M-V/def2-TZVPD) of CH9O4 as an isolated structure.

Cartesian coordinates (Å):
C: 1.06 1.75 -0.14
O: 0.26 1.06 0.75
H: 1.43 1.01 -0.86
H: 0.53 2.52 -0.71
H: 1.83 2.31 0.41
H: -0.08 -2.04 -0.25
H: -1.29 -1.60 -1.05
O: -0.78 -2.35 -0.88
H: -2.43 -0.27 -0.36
H: -0.84 0.65 0.12
O: -1.77 0.34 -0.66
H: 0.71 -0.31 0.83
H: 0.56 -1.67 1.82
O: 0.81 -1.40 0.98

The value obtained for the orbital gap is 9.202 eV. For the energy above the lowest of the compared OMol25 structures with the same formula, charge and spin, the calculation gives 16.1 kcal/mol. Its net charge is -1.

Löwdin population analysis, charges in e, atoms 1 to 2: -0.2633 -0.3210

Entry 8:
The following is a DFT calculation (ωB97M-V/def2-TZVPD) of a 4-piece molecular cluster, CH9O4 overall.

Cartesian coordinates (Å):
C: 0.51 -0.05 -0.63
O: -0.56 0.69 0.06
H: 0.97 -0.82 -0.04
H: 0.29 -0.47 -1.65
H: 1.33 0.67 -0.85
H: 3.19 1.58 1.58
H: 2.71 0.51 2.51
O: 3.52 0.98 2.17
H: -0.10 0.84 0.99
H: 0.66 -0.12 3.26
O: 0.83 0.43 2.45
H: -4.74 -1.97 -2.85
H: -3.97 -1.23 -3.81
O: -4.62 -1.05 -3.17

The value obtained for the orbital gap is 6.604 eV. For the energy above the lowest of the compared OMol25 structures with the same formula, charge and spin, the calculation gives 34.0 kcal/mol. Its net charge is -1.

Löwdin population analysis, charges in e, atoms 1 to 2: -0.1991 -0.2246

Entry 9:
The following is a DFT calculation (ωB97M-V/def2-TZVPD) of CHAgFMgO3 as an isolated structure.

Cartesian coordinates (Å):
Ag: -3.63 0.29 1.33
O: -0.23 -0.65 -0.24
H: -1.02 -1.38 -0.85
O: 1.78 0.00 0.25
O: -1.61 -0.42 -0.13
C: 0.67 0.31 -0.08
F: 0.33 1.47 -0.46
Mg: 3.71 0.38 0.18

The value obtained for the orbital gap is 7.275 eV. Its net charge is +3.

Löwdin population analysis, charges in e, atoms 1 to 2: 0.9807 0.0230

Entry 10:
The following is a DFT calculation (ωB97M-V/def2-TZVPD) of a 2-piece molecular cluster, CHBr2FS overall.

Cartesian coordinates (Å):
C: 0.11 0.49 0.29
F: -0.95 0.36 1.09
S: -0.34 0.62 -1.33
Br: 0.74 -2.39 0.10
Br: 1.53 1.43 0.95
H: -1.10 -0.51 -1.10

The value obtained for the orbital gap (alpha / beta) is 7.376 / 6.128 eV. For the energy above the lowest of the compared OMol25 structures with the same formula, charge and spin, the calculation gives 42.8 kcal/mol. Its net charge is 0.

Löwdin population analysis, charges in e, atoms 1 to 2: -1.3470 -0.0632

Entry 11:
The following is a DFT calculation (ωB97M-V/def2-TZVPD) of one molecule with the formula CHBr2NO.

Cartesian coordinates (Å):
O: -0.45 1.72 0.23
C: -0.67 0.60 0.02
Br: -2.26 -0.35 -0.05
N: 0.63 -0.53 -0.18
Br: 2.35 0.04 -0.02
H: 0.40 -1.49 0.00

The value obtained for the orbital gap is 9.184 eV. For the energy above the lowest of the compared OMol25 structures with the same formula, charge and spin, the calculation gives 25.7 kcal/mol. Its net charge is 0. The SMILES is O=C(Br)NBr.

Löwdin population analysis, charges in e, atoms 1 to 2: 0.0379 -0.9004

Entry 12:
The following is a DFT calculation (ωB97M-V/def2-TZVPD) of one molecule with the formula CHBr2NO.

Cartesian coordinates (Å):
O: -0.84 0.98 1.24
C: -0.44 0.60 0.18
Br: -0.55 1.48 -1.46
N: 0.64 -0.52 -0.05
Br: 0.66 -1.81 1.25
H: 0.54 -0.73 -1.16

The value obtained for the orbital gap is 9.909 eV. For the energy above the lowest of the compared OMol25 structures with the same formula, charge and spin, the calculation gives 16.0 kcal/mol. Its net charge is 0. The SMILES is O=C(Br)NBr.

Löwdin population analysis, charges in e, atoms 1 to 2: 0.0050 -0.9790

Max |F| values (in eV Å⁻¹) by entry order: 0.71, 2.37, 4.76, 6.80, 2.54, 2.01, 3.75, 4.00, 4.97, 1.38, 5.37, 5.12.
Calculated total energy values (in eV) by entry order: -8252.700, -5651.057, -8610.144, -10110.701, -12911.444, -9373.413, -9373.485, -9372.710, -19317.909, -154688.348, -144673.788, -144674.212.